1.
DFT (ωB97M-V with the def2-TZVPD basis set) results for a structure of composition C2H2ClN in a non-equilibrium geometry.

Frontier orbital gap (spin up / spin down), eV: 10.10 / 10.23
Lowest unoccupied orbital energy (spin up / spin down), eV: 0.525 / -2.184
E_HOMO (spin up / spin down), Ha: -0.3520 / -0.4564
Spin multiplicity: 3
Largest force on an atom, eV Å⁻¹: 1.8
Energy relative to the best compared isomer or geometry (same formula, charge and spin), kJ/mol: 0.0

XYZ file:
```
6
C2H2ClN, DFT ωB97M-V with the def2-TZVPD basis set
C 1.9880 -0.7139 -1.6606
C 1.0173 -1.4192 -1.0093
N 2.8362 -0.0124 -2.0558
Cl 0.0102 -2.6718 -1.5206
H 0.1732 0.3195 0.0359
H 0.3553 1.0932 0.1244
```

---

2.
DFT (ωB97M-V with the def2-TZVPD basis set) results for the ion C2H2ClN2 with charge +1 in a non-equilibrium geometry.

Frontier orbital gap, eV: 9.99
Lowest unoccupied orbital energy, eV: -6.197
E_HOMO, Ha: -0.5947
Spin multiplicity: 1
SMILES: N#[N+]/C=C/Cl
Net charge: +1
Largest force on an atom, eV Å⁻¹: 2.4
Energy relative to the best compared isomer or geometry (same formula, charge and spin), kJ/mol: 51.9

XYZ file:
```
7
C2H2ClN2, DFT ωB97M-V with the def2-TZVPD basis set
C -0.4553 0.1767 0.3271
C 0.4671 -0.7475 0.4549
N -0.1536 1.5180 -2.1809
N -0.1957 1.0497 -1.1976
Cl 0.4636 -1.6582 1.9342
H -1.1644 0.6222 1.0739
H 1.0383 -0.9609 -0.4117
```

---

3.
DFT (ωB97M-V with the def2-TZVPD basis set) results for an isolated molecule of C2H2ClNO2 in a non-equilibrium geometry.

Frontier orbital gap, eV: 9.75
Lowest unoccupied orbital energy, eV: -1.017
E_HOMO, Ha: -0.3957
Spin multiplicity: 1
SMILES: C=C(Cl)[N+](=O)[O-]
Largest force on an atom, eV Å⁻¹: 3.6
Energy relative to the best compared isomer or geometry (same formula, charge and spin), kJ/mol: 394.1

XYZ file:
```
8
C2H2ClNO2, DFT ωB97M-V with the def2-TZVPD basis set
C 1.2224 -0.3588 0.0416
C -0.1308 -0.4139 -0.0956
N -0.9334 0.7894 -0.0823
O -0.3027 1.7986 0.0817
O -2.1332 0.7065 -0.1740
Cl -1.2264 -1.8713 -0.0084
H 1.9864 -1.2634 -0.0343
H 1.5178 0.6128 0.2713
```

---

4.
DFT (ωB97M-V with the def2-TZVPD basis set) results for an isolated molecule of C2H2ClNO2 in a non-equilibrium geometry.

Frontier orbital gap (spin up / spin down), eV: 8.87 / 8.87
Lowest unoccupied orbital energy (spin up / spin down), eV: -1.130 / -1.130
E_HOMO (spin up / spin down), Ha: -0.3677 / -0.3677
Spin multiplicity: 1
SMILES: O=C[C@@H](Cl)N=O
Largest force on an atom, eV Å⁻¹: 3.8
Energy relative to the best compared isomer or geometry (same formula, charge and spin), kJ/mol: 318.3

XYZ file:
```
8
C2H2ClNO2, DFT ωB97M-V with the def2-TZVPD basis set
C 0.9994 0.2430 -0.2765
C -0.4252 0.2900 0.3411
N -1.2444 -0.8685 -0.1625
O 1.9604 -0.2811 0.1347
O -0.8106 -1.9682 0.1250
Cl -1.2004 1.8196 -0.1578
H 1.1182 0.7166 -1.3438
H -0.3973 0.0486 1.3398
```

---

5.
DFT (ωB97M-V with the def2-TZVPD basis set) results for a cluster of 2 separate species, C2H2ClNO2 in total in a non-equilibrium geometry.

Frontier orbital gap, eV: 10.50
Lowest unoccupied orbital energy, eV: 0.169
E_HOMO, Ha: -0.3796
Spin multiplicity: 1
SMILES: C#[N+][O-].O=CCl
Largest force on an atom, eV Å⁻¹: 3.6
Energy relative to the best compared isomer or geometry (same formula, charge and spin), kJ/mol: 346.9

XYZ file:
```
8
C2H2ClNO2, DFT ωB97M-V with the def2-TZVPD basis set
C -1.0655 -0.9349 -0.2117
C 1.1772 0.2237 0.2921
N 1.0565 1.3659 0.2184
O -1.0016 -1.8279 0.6041
O 0.8835 2.5246 0.1236
Cl -1.9235 0.5240 -0.0392
H 1.3356 -0.8549 0.2797
H -0.4622 -1.0205 -1.2671
```

---

6.
DFT (ωB97M-V with the def2-TZVPD basis set) results for a cluster of 3 separate species, C2H2ClNO3 in total in a non-equilibrium geometry.

Frontier orbital gap (spin up / spin down), eV: 4.06 / 4.04
Lowest unoccupied orbital energy (spin up / spin down), eV: 4.732 / 4.741
E_HOMO (spin up / spin down), Ha: 0.0248 / 0.0257
Spin multiplicity: 1
Net charge: -2
Largest force on an atom, eV Å⁻¹: 5.5
Energy relative to the best compared isomer or geometry (same formula, charge and spin), kJ/mol: 491.1

XYZ file:
```
9
C2H2ClNO3, DFT ωB97M-V with the def2-TZVPD basis set
C -1.5329 1.6884 -0.1488
C -1.1842 0.3776 0.1784
N -0.9050 -2.7094 -0.9107
O -1.4719 2.8670 -0.5797
O -0.2387 -3.4734 -0.1586
O -2.4768 0.9009 0.6424
Cl 9.6184 0.5247 0.5871
H -0.5166 0.1956 0.9358
H -1.2922 -0.3713 -0.5459
```

---

7.
DFT (ωB97M-V with the def2-TZVPD basis set) results for an isolated molecule of C2H2ClNS3 in a non-equilibrium geometry.

Frontier orbital gap, eV: 6.92
Lowest unoccupied orbital energy, eV: -1.218
E_HOMO, Ha: -0.2989
Spin multiplicity: 1
SMILES: Cln1ccsss1
Largest force on an atom, eV Å⁻¹: 4.1
Energy relative to the best compared isomer or geometry (same formula, charge and spin), kJ/mol: 64.2

XYZ file:
```
9
C2H2ClNS3, DFT ωB97M-V with the def2-TZVPD basis set
C -0.3455 -0.2262 -0.8150
C 0.9957 -0.2749 -0.6456
N -1.2465 -0.2952 0.2384
S 2.1254 -0.1676 0.6546
S -0.6043 0.1300 2.1787
S 1.0458 1.1587 1.9739
Cl -2.8837 0.0811 -0.1263
H -0.6989 -0.1964 -1.7754
H 1.6120 -0.2095 -1.6833
```

---

8.
DFT (ωB97M-V with the def2-TZVPD basis set) results for a structure of composition C2H2ClO2P in a non-equilibrium geometry.

Frontier orbital gap (spin up / spin down), eV: 7.69 / 7.56
Lowest unoccupied orbital energy (spin up / spin down), eV: -0.199 / -0.837
E_HOMO (spin up / spin down), Ha: -0.2899 / -0.3085
Spin multiplicity: 1
Largest force on an atom, eV Å⁻¹: 1.9
Energy relative to the best compared isomer or geometry (same formula, charge and spin), kJ/mol: 471.8

XYZ file:
```
8
C2H2ClO2P, DFT ωB97M-V with the def2-TZVPD basis set
C 0.9406 1.4088 -0.2371
C -1.4197 -0.4475 0.0033
O -0.1732 1.4305 0.1192
O 2.5471 -0.2405 0.8580
P 2.2254 0.0822 -0.5258
Cl -0.0803 -1.3578 -0.4926
H -2.2450 -0.3277 -0.7537
H -1.7949 -0.5479 1.0287
```

---

What is the spin multiplicity in the seventh record? 1